Below is C56H65B2CrN4O8P as an isolated structure at a distorted geometry, with properties calculated with ωB97M-V/def2-TZVPD.

The geometry in XYZ format:
```
137
Properties=species:S:1:pos:R:3:forces:R:3
H -6.249705 -2.512997 -3.169233 -0.01 0.01 0.00
B -0.908561 -1.670219 -1.372426 0.11 0.03 -0.19
C 1.749935 5.576538 -1.996547 -0.01 0.00 0.00
C -4.494435 -1.154125 -1.558487 -0.06 0.08 -0.06
C 3.470151 1.574483 1.363153 -0.11 0.02 0.05
H 0.986991 -0.359390 -5.014694 -0.04 -0.06 -0.06
C 6.950516 -2.093597 -4.627361 0.02 0.01 0.04
C -2.264545 -0.974432 2.808618 -0.01 0.06 0.00
H 1.646172 5.310359 -4.123159 0.00 0.00 -0.01
H -0.857390 -3.307749 -6.416214 -0.01 0.01 -0.03
H 4.987368 2.056904 -0.050618 0.00 -0.01 0.00
H 2.282990 -5.877888 -0.153084 0.00 0.00 0.00
H 2.828207 1.432954 -5.248767 -0.02 0.01 -0.04
H 7.963465 -2.421655 -4.873771 0.03 -0.01 0.00
C -4.414845 -1.362134 -3.059375 0.04 -0.07 -0.02
H 0.845890 -3.202427 0.158164 0.01 0.03 -0.02
C 0.509932 3.826060 -3.080837 0.04 -0.10 -0.06
O 2.834558 -0.635910 -1.382432 -0.08 0.09 0.11
C -2.547497 -1.929093 1.651799 0.07 -0.02 -0.02
H 2.902044 -3.091365 -5.314210 0.02 0.02 -0.06
C -2.748323 1.827587 -5.965578 0.00 -0.06 0.04
H -0.327727 -4.470210 -5.195260 -0.02 -0.02 0.02
C 2.038151 -3.527290 -1.570795 0.02 -0.09 -0.04
C -2.374458 -3.461546 -1.674434 0.09 0.10 -0.04
H -5.185377 -2.717521 -4.567035 0.01 -0.01 -0.01
H -4.426008 0.759516 -3.541570 0.07 0.12 0.02
H -2.645069 3.764158 -3.197447 0.00 0.01 0.02
H 0.563324 -5.582231 -0.454865 -0.01 -0.01 -0.02
H 4.051869 -4.220777 -1.374840 0.03 -0.02 0.02
O 4.493361 0.152173 5.030590 -0.04 -0.01 -0.01
C -2.993633 -3.301270 2.172536 0.02 0.04 -0.04
C 5.508068 -0.210626 -3.879439 -0.04 -0.01 0.00
H -5.999807 -0.021065 -3.708303 -0.03 0.01 0.01
N -2.280820 -2.143105 -1.218672 0.03 -0.25 -0.22
C 1.732512 -3.775801 -0.108777 -0.02 0.03 -0.02
H 0.193238 3.339423 -3.994809 0.01 0.01 0.02
H 3.171029 -2.291496 0.558236 -0.02 -0.04 0.00
C -0.027482 -3.590697 -5.765379 -0.01 0.02 0.04
C 6.947756 -0.621463 -4.190341 0.00 -0.01 -0.01
H 5.184431 0.864058 -5.709157 0.02 0.02 -0.02
H -3.146405 1.826049 -6.972411 0.00 -0.01 -0.01
C 0.345694 -2.430355 -4.836650 -0.04 0.00 -0.03
H -0.931373 -0.098790 -3.838808 -0.04 0.05 -0.02
C -1.508301 0.740405 -4.212516 -0.03 -0.03 0.09
C 2.658052 -3.203848 -4.265949 0.03 0.01 0.00
C 1.355299 5.078392 -0.763777 0.06 -0.05 0.04
H 4.606356 -3.935945 -3.758591 -0.02 0.00 -0.01
C 1.131513 -0.990411 2.169468 0.09 0.10 -0.32
C 7.558431 0.224091 -5.311060 0.01 -0.03 0.00
H 7.091221 0.019412 -6.274924 -0.03 0.01 -0.02
C 4.743623 0.528108 -4.781843 -0.02 -0.01 0.02
H 4.757306 1.632576 3.072824 -0.01 -0.03 -0.03
H 3.754549 -3.959373 0.690311 0.00 0.00 0.01
C 3.161372 0.279381 3.119887 0.08 -0.17 0.09
C -1.729283 1.825644 -3.373683 -0.03 -0.07 -0.04
C 3.516733 -0.277700 4.448325 -0.10 -0.07 0.03
H -3.365638 -1.523694 -3.318675 0.02 0.04 0.01
C 7.835155 -0.468569 -2.948396 0.01 0.04 -0.02
C 4.916391 -0.644486 -2.684216 0.04 0.05 -0.02
C -3.588836 -1.389753 0.692208 -0.01 0.01 0.21
N -0.262201 -2.805466 -2.015643 -0.15 -0.14 0.00
C 3.302486 -3.842255 -2.056546 -0.06 0.03 -0.09
H -4.750342 -0.306745 -4.908505 0.02 0.01 -0.07
H -1.913425 -0.005622 2.445742 -0.06 -0.13 0.08
C 0.096371 3.326909 -1.848355 0.07 -0.09 0.13
C -1.782770 2.359147 0.813203 -0.05 0.02 -0.10
C 3.405150 0.855666 -4.539266 0.08 0.01 0.05
C -2.475009 2.909560 -3.840555 -0.02 0.00 -0.01
C -2.979948 2.912839 -5.129288 -0.02 0.00 0.02
H -3.152979 -0.811136 3.422401 -0.02 -0.03 0.04
C 3.602432 -0.319827 -2.454746 0.06 -0.02 -0.03
H 8.620811 -0.009186 -5.405978 0.01 -0.02 -0.02
H -2.633862 3.497701 -0.838296 -0.03 -0.04 0.02
H -4.876431 -0.723288 2.264110 -0.01 0.00 0.03
O -0.985643 1.361451 0.998322 0.24 -0.25 -0.20
C 2.876388 -3.316739 0.794588 0.01 0.07 -0.01
C -1.181756 -3.849452 -2.158880 0.00 0.08 0.04
H -0.899632 -4.794612 -2.592610 0.01 -0.04 0.02
H 6.317194 -2.233173 -5.504711 -0.02 -0.01 -0.03
H 7.461066 1.290500 -5.102399 0.02 0.02 0.01
H 7.794901 0.552751 -2.565649 0.01 0.02 0.00
H 0.817850 -3.870465 -6.397577 0.03 -0.01 0.00
H 0.278598 3.562257 0.287497 0.00 -0.01 0.06
C 2.855424 0.415212 -3.361309 0.05 -0.01 -0.05
O 2.743661 -1.225164 4.932153 0.21 0.16 0.09
C -5.796316 -0.459198 0.356693 0.06 0.00 -0.03
C 4.139877 2.533818 0.447078 0.02 0.01 0.01
N 3.956793 1.257773 2.588052 -0.01 -0.03 -0.02
O -2.100615 3.187516 1.646363 -0.07 0.05 0.11
H -3.287788 -4.026099 -1.588005 0.00 0.00 -0.02
H 0.119639 -0.972985 -6.429151 -0.03 -0.01 -0.03
H -6.481998 -0.356700 -1.660872 -0.01 0.04 -0.03
C 1.379497 -2.875535 -3.820596 0.06 0.01 -0.16
H -1.611728 -2.075200 1.106235 -0.20 0.03 0.12
H -1.863370 -0.113134 -6.147788 0.02 -0.03 -0.02
B 1.549758 -0.083950 -1.600337 0.23 -0.08 -0.70
C 2.205880 0.040360 2.165559 -0.19 0.13 0.03
P -0.992842 1.852638 -1.710528 -0.10 0.24 -0.28
O 1.012303 -1.736241 3.156630 -0.17 0.01 -0.08
H 1.995152 -1.456450 4.280354 0.03 0.02 -0.14
H -3.182779 1.801179 -0.719210 0.02 -0.03 -0.02
H -3.895489 -3.208977 2.783360 -0.02 0.00 0.01
H 7.536407 -1.141456 -2.145985 -0.01 -0.01 0.02
H 2.381972 6.453778 -2.053581 0.00 0.01 0.00
C 1.426676 -5.257998 0.127829 -0.01 0.02 -0.01
C 0.554107 3.947788 -0.684541 -0.06 0.07 -0.06
H -3.210165 -3.986320 1.350742 0.01 -0.02 -0.03
H -2.205654 -3.741316 2.786425 0.00 0.01 0.02
H 8.871740 -0.700359 -3.201759 0.02 -0.01 0.00
Cr -0.095625 0.031291 -0.348326 -0.32 0.92 0.56
H 1.680084 5.565868 0.146258 0.00 -0.01 0.03
H -3.555554 3.759015 -5.481856 0.00 0.02 -0.01
H 1.208879 -5.432795 1.183160 0.00 0.00 0.02
C 1.333496 4.939205 -3.155269 0.02 0.01 -0.01
C 1.076875 -3.032989 -2.466898 -0.08 -0.21 0.23
C -5.206247 -2.605012 -3.480523 0.01 -0.02 -0.01
O 0.442438 -1.086153 1.105736 0.21 -0.50 0.83
H -6.705700 -0.037322 0.765923 -0.01 0.00 0.01
C -2.022477 0.740471 -5.504188 -0.05 0.04 0.02
C -5.661269 -0.628424 -1.010178 0.03 -0.01 0.02
C -3.452903 -1.519764 -0.693396 0.10 -0.13 0.00
C 0.836681 -1.231928 -5.649021 -0.01 0.00 0.01
H 3.437076 2.847883 -0.316532 -0.10 0.07 -0.09
H 6.564953 -2.733661 -3.831601 0.03 0.02 0.00
H 4.505178 3.410675 0.983892 -0.02 0.01 -0.03
C -4.925460 -0.157342 -3.843969 -0.04 -0.02 0.01
H -1.492444 -1.397940 3.448283 0.06 -0.03 0.03
H 1.784712 -1.453747 -6.138900 0.05 -0.01 -0.04
H -4.799250 -3.513940 -3.040353 -0.03 0.01 0.00
H 5.452875 -1.236580 -1.955711 0.00 -0.02 0.01
O 1.588452 0.564135 -2.881830 0.05 0.04 0.15
C 3.617643 -3.683102 -3.395111 -0.08 -0.05 0.01
C -4.765078 -0.841012 1.195276 0.00 0.06 -0.02
H 2.561277 -3.355372 1.835148 -0.01 -0.02 0.09
N 2.392869 0.872180 1.093683 0.03 0.04 0.05
C -2.324871 2.475461 -0.624426 0.07 -0.05 0.05
H -0.559139 -2.146764 -4.292947 0.05 0.02 0.00
```
Positions in Å, forces in eV/Å.

Calculated total energy in eV: -120542.0809
Energy relative to the best compared isomer or geometry (same formula, charge and spin) in kJ/mol: 0.00
2S+1: 4
Frontier orbital gap (spin up / spin down) in eV: 7.481 / 7.540
Net charge: -1

=====

Below is C16H52BKO16 as an isolated structure at a distorted geometry, with properties calculated with ωB97M-V/def2-TZVPD.

The geometry in XYZ format:
```
86
Properties=species:S:1:pos:R:3:forces:R:3
H -19.013304 -20.228037 10.590191 0.24 0.32 -0.10
H -15.732205 -20.558211 12.417235 0.06 0.29 0.13
C -15.847330 -24.644005 10.471296 -0.76 -0.37 -0.26
H -15.637929 -16.604138 11.400019 -0.45 -0.22 -0.55
H -14.302449 -19.107230 9.630158 0.07 0.18 -0.01
O -14.080645 -22.216280 13.814137 0.37 -0.12 0.35
H -12.537030 -25.155046 13.450627 -0.07 -0.02 -0.07
C -12.785530 -17.381169 13.387205 -0.04 0.09 -0.08
C -17.674890 -15.978250 11.227213 0.08 0.09 -0.08
H -14.238563 -24.099002 14.596803 -0.04 0.17 0.03
O -16.628536 -20.897381 6.422282 -0.04 -0.05 0.18
H -13.238032 -17.483896 10.441967 0.18 0.52 -0.08
C -16.054330 -18.559233 6.877094 0.16 -0.23 0.01
H -18.034275 -26.039068 10.732972 -0.07 -0.13 -0.03
H -15.664627 -21.464565 10.679197 0.06 -0.14 -0.11
C -17.046349 -24.867842 9.569188 0.06 -0.12 0.31
O -17.677239 -26.105648 9.841749 -0.06 -0.22 -0.07
O -12.616988 -16.433535 14.432524 0.22 -0.01 -0.23
H -17.766460 -24.061438 9.735067 0.13 0.22 -0.16
O -13.546031 -18.928528 9.045448 0.51 -0.21 0.02
C -12.986514 -17.632288 9.387998 -0.52 -0.85 0.06
O -14.876785 -16.199894 8.781569 -0.28 -0.30 0.29
H -14.325863 -21.769640 12.992114 -0.02 -0.26 0.05
H -12.739133 -19.555823 13.309585 0.32 0.27 -0.13
C -14.026507 -23.623986 13.636675 -0.63 0.54 -0.19
H -17.787099 -23.342002 14.266162 -0.38 -0.08 -0.32
C -19.768879 -20.208111 8.577376 -1.08 -0.05 0.01
H -17.078179 -20.918636 7.281677 -0.11 0.01 -0.15
O -14.282417 -18.953624 14.497479 0.34 0.26 -0.05
O -19.862017 -21.176608 7.526774 0.22 0.50 0.08
H -14.821578 -23.892794 12.929972 0.18 -0.39 0.12
H -17.097006 -19.070104 8.424723 -0.10 0.43 0.06
O -16.872243 -17.986844 12.323651 -0.44 0.06 0.12
H -16.847380 -20.725801 9.912410 -0.51 -0.05 -0.41
H -19.206391 -21.694261 15.522021 0.56 -0.16 -0.02
H -18.722392 -19.946267 13.380625 0.01 -0.03 0.06
H -17.249785 -15.144488 10.660000 -0.01 0.04 -0.07
H -12.505590 -15.566637 14.030894 -0.06 0.03 0.10
H -16.228414 -16.056138 12.844117 -0.88 -0.08 0.23
C -16.598437 -19.579689 5.904895 0.28 -0.42 -0.23
H -15.608241 -23.579745 10.414344 0.26 0.02 0.24
C -17.811114 -22.290029 13.968578 0.95 0.48 -0.14
H -14.045815 -20.811480 11.508904 0.66 0.12 0.12
O -18.947522 -20.170004 14.292806 -0.03 0.17 -0.40
H -11.903386 -23.501766 13.597554 -0.01 0.00 -0.06
H -19.508808 -19.210949 8.206434 0.38 -0.14 -0.03
H -16.183814 -24.926474 11.477458 0.12 0.41 0.16
H -13.499487 -16.943774 7.441683 0.22 0.02 -0.01
H -19.460704 -15.426549 11.633113 -0.10 0.13 0.29
O -14.774027 -25.487886 10.092116 0.35 0.38 -0.12
H -12.977561 -15.655884 8.567426 0.16 -0.08 -0.11
O -12.653301 -24.021271 11.709864 0.24 0.17 -0.30
H -11.901670 -24.535255 11.395498 0.04 -0.01 0.11
O -18.648838 -15.513215 12.142245 -0.48 0.03 -0.15
C -13.555415 -16.577418 8.473053 -0.24 0.36 0.13
O -17.485821 -20.611002 9.174095 0.14 0.30 0.34
H -15.479392 -16.966825 8.747933 0.04 0.19 -0.21
H -11.902351 -17.694207 9.270940 -0.03 -0.04 -0.01
H -15.795137 -17.674871 6.288792 -0.17 0.26 0.37
H -14.734703 -19.522730 13.867563 -0.12 0.00 0.11
H -19.041423 -21.782176 9.790627 -0.19 0.05 0.01
H -15.363284 -19.493264 10.794401 0.04 0.12 -0.05
H -16.926069 -21.849878 14.450034 -0.12 0.04 -0.02
H -15.145979 -18.956097 7.340960 0.20 -0.02 -0.46
H -20.373396 -20.762824 6.824305 0.06 -0.19 -0.11
H -20.764542 -20.094209 9.034493 0.15 -0.05 0.09
O -17.672407 -22.133810 12.541745 -0.02 -0.19 0.41
C -12.691802 -24.115143 13.152755 0.08 -0.11 -0.10
H -16.090867 -18.535437 12.192952 -0.17 0.18 0.04
H -13.683177 -17.127054 12.809289 0.08 -0.13 -0.12
H -16.950371 -21.496017 12.397054 -0.34 -0.42 -0.02
H -17.561024 -19.273372 5.474976 -0.10 0.02 0.29
H -19.950617 -22.020555 14.047671 0.20 0.34 -0.63
B -15.198083 -20.562995 11.333510 -0.16 -0.07 -0.02
C -19.028741 -21.562595 14.445842 -1.02 -0.39 1.08
O -16.928037 -18.221682 7.954541 0.02 -0.08 -0.22
H -13.997744 -25.138231 10.548991 -0.05 -0.17 0.07
C -18.841963 -20.718213 9.630749 0.33 -0.70 0.06
H -16.732783 -24.889005 8.528145 -0.05 0.04 -0.09
C -12.954269 -18.737174 14.006059 -0.84 -0.79 0.46
K -12.704061 -21.558718 9.645843 -0.26 0.02 -0.03
H -12.281507 -18.824740 14.862647 0.08 0.03 -0.08
H -11.914828 -17.425676 12.714969 0.00 0.24 0.07
H -18.109377 -16.697141 10.527486 0.06 -0.02 -0.09
H -15.904205 -19.648738 5.060752 0.01 0.19 0.02
C -16.579306 -16.643246 11.977581 2.13 -0.18 0.28
```
Positions in Å, forces in eV/Å.

Calculated total energy in eV: -67192.8378
Frontier orbital gap in eV: 8.366
Net charge: 0